Entry 1:
DFT (ωB97M-V with the def2-TZVPD basis set) results for a 9-piece molecular cluster, C30H61Br16N5O3PS overall at a distorted geometry.

Properties
HOMO-LUMO gap: 8.03 eV
LUMO: -2.90 eV
HOMO: -10.93 eV

```
! wB97M-V def2-TZVPD RIJCOSX def2/J DEFGRID3
* xyz 1 1
C 3.771 3.230 -3.276
C 3.112 3.454 -1.889
O 3.495 4.373 -1.237
N 2.039 2.587 -1.459
C 1.706 2.895 -0.051
N 2.326 1.242 -1.682
C 1.625 0.617 -2.679
P 0.274 1.269 -3.799
N -0.097 2.780 -3.548
N 2.129 -0.646 -2.685
C 3.123 -0.891 -1.747
O 3.738 -2.058 -1.567
C 5.184 -1.949 -1.499
C 5.920 -2.750 -2.644
N 5.244 -4.011 -2.990
C 4.541 -3.964 -4.289
C 2.982 -3.821 -4.148
C 2.185 -4.441 -5.338
O 2.488 -4.425 -2.949
C 3.221 0.367 -1.078
C 4.149 0.706 0.107
C 3.452 0.393 1.492
C 2.771 -1.006 1.588
S 3.999 -2.379 1.800
H 3.084 2.645 -3.929
H 4.684 2.611 -3.101
H 4.037 4.180 -3.775
H 2.578 2.895 0.637
H 0.881 2.272 0.355
H 1.323 3.943 -0.046
H -0.874 0.468 -3.523
H 0.670 1.115 -5.165
H -1.081 2.799 -3.261
H 1.747 -1.305 -3.361
H 5.485 -2.442 -0.546
H 5.559 -0.907 -1.535
H 6.111 -2.078 -3.515
H 6.930 -3.035 -2.253
H 5.936 -4.754 -3.072
H 4.800 -4.913 -4.839
H 4.914 -3.136 -4.956
H 2.745 -2.733 -4.100
H 2.168 -5.557 -5.257
H 2.554 -4.111 -6.333
H 1.111 -4.126 -5.289
H 2.239 -5.343 -3.137
H 4.338 1.810 0.103
H 5.142 0.226 0.037
H 4.261 0.429 2.265
H 2.711 1.161 1.795
H 2.049 -1.228 0.773
H 2.174 -1.014 2.532
H 3.533 -3.393 1.010
Br -1.051 4.320 2.743
C -0.964 6.029 1.810
C -2.144 6.212 0.892
Br -1.943 5.159 -0.736
H -0.009 6.060 1.293
H -0.971 6.782 2.597
H -2.212 7.245 0.555
H -3.089 5.921 1.342
Br -6.774 6.294 2.368
C -5.807 5.708 3.957
C -5.245 6.879 4.719
Br -3.654 7.593 3.851
H -5.048 5.008 3.624
H -6.544 5.178 4.557
H -4.912 6.568 5.708
H -5.947 7.703 4.819
Br -7.129 2.288 4.398
C -6.151 1.724 5.986
C -5.590 2.898 6.745
Br -3.999 3.613 5.870
H -5.387 1.029 5.655
H -6.883 1.191 6.591
H -5.253 2.589 7.733
H -6.294 3.720 6.847
Br 5.325 -6.334 -6.478
C 5.824 -5.503 -8.175
C 5.218 -4.134 -8.333
Br 3.332 -4.241 -8.807
H 5.529 -6.194 -8.960
H 6.911 -5.438 -8.143
H 5.687 -3.604 -9.160
H 5.285 -3.528 -7.433
Br -4.768 -1.523 5.878
C -2.939 -1.333 5.236
C -1.941 -1.506 6.348
Br -1.856 0.082 7.473
H -2.874 -0.360 4.754
H -2.818 -2.114 4.486
H -0.936 -1.620 5.942
H -2.166 -2.346 7.002
Br -3.776 3.547 -4.081
C -4.383 2.520 -5.619
C -4.247 1.041 -5.376
Br -2.387 0.478 -5.544
H -3.811 2.867 -6.476
H -5.429 2.792 -5.750
H -4.788 0.474 -6.132
H -4.583 0.733 -4.389
Br 1.785 -3.861 7.927
C 1.644 -4.437 6.073
C 2.310 -3.458 5.142
Br 1.207 -1.872 4.878
H 0.586 -4.575 5.865
H 2.147 -5.403 6.036
H 2.427 -3.891 4.150
H 3.277 -3.114 5.499
Br -8.540 -2.528 5.893
C -8.668 -3.095 4.037
C -7.976 -2.124 3.114
Br -9.038 -0.516 2.822
H -9.725 -3.218 3.816
H -8.178 -4.067 4.004
H -7.853 -2.562 2.124
H -7.007 -1.798 3.486
*
```

***

Entry 2:
DFT (ωB97M-V with the def2-TZVPD basis set) results for an isolated ion of composition CH4BrClOP and charge +1 at a distorted geometry.

Properties
HOMO-LUMO gap: 11.54 eV
LUMO: -4.66 eV
ΔE to the lowest compared entry with this formula, charge and spin: 0.00 kcal per mole
HOMO: -16.21 eV

```
! wB97M-V def2-TZVPD RIJCOSX def2/J DEFGRID3
* xyz 1 1
C -0.751 0.484 0.856
O 0.858 -1.553 -0.297
P 0.231 -0.145 -0.625
Cl 1.657 1.201 -1.047
Br -0.996 -0.233 -2.400
H -0.603 1.627 0.821
H -0.274 -0.002 1.803
H -1.868 0.278 0.841
H 1.745 -1.657 0.047
*
```

***

Entry 3:
DFT (ωB97M-V with the def2-TZVPD basis set) results for an isolated ion of composition C4H3O2S and charge -1 at a distorted geometry.

Properties
HOMO-LUMO gap: 7.67 eV
LUMO: 3.79 eV
ΔE to the lowest compared entry with this formula, charge and spin: 8.90 kcal per mole
HOMO: -3.88 eV

```
! wB97M-V def2-TZVPD RIJCOSX def2/J DEFGRID3
* xyz -1 1
C 0.876 -0.305 -1.631
C -0.044 -0.506 -0.654
C 0.257 0.396 0.741
O 1.188 1.173 0.753
C -0.867 0.317 1.687
O -0.777 -0.018 2.843
S -2.173 0.788 0.688
H 0.853 -1.121 -2.451
H 1.648 0.367 -1.348
H -0.961 -1.089 -0.629
*
```

***

Entry 4:
DFT (ωB97M-V with the def2-TZVPD basis set) results for one molecule with the formula C4H8N4S at a distorted geometry.

Properties
HOMO-LUMO gap: 9.44 eV
LUMO: 0.88 eV
ΔE to the lowest compared entry with this formula, charge and spin: 12.36 kcal per mole
HOMO: -8.56 eV

```
! wB97M-V def2-TZVPD RIJCOSX def2/J DEFGRID3
* xyz 0 1
C 2.893 0.457 0.153
C 1.805 -0.550 -0.126
N 0.467 -0.049 -0.162
N 0.185 1.225 -0.103
N -1.022 1.443 0.013
N -1.762 0.212 0.056
C -3.169 0.303 0.162
C -1.006 -0.822 -0.164
S -1.181 -2.363 -0.520
H 3.698 -0.160 0.730
H 3.402 0.938 -0.819
H 2.476 1.113 0.834
H 2.008 -1.122 -1.098
H 1.826 -1.396 0.661
H -3.508 1.329 0.088
H -3.541 -0.272 -0.727
H -3.570 -0.284 1.021
*
```

***

no.,E_tot (a.u.)
1,-43602.60312
2,-3491.09195
3,-702.89644
4,-774.32950